Density functional theory data (wB97M-V/def2-TZVPD) for a structure of composition C38H44LuN3O2S at a distorted geometry.

Output
HOMO level (alpha / beta) in eV: -7.2 / -9.3
Spin multiplicity: 2
Orbital gap (alpha / beta) in eV: 4.16 / 6.33
Expectation value of S²: 0.77
Total energy in a.u.: -3422.696591
Energy relative to the best compared isomer or geometry (same formula, charge and spin) in eV: 0.000
Total charge: +1

Atoms and positions in Å:
Lu 0.34267 1.01884 -0.51294
C 1.09967 -4.59438 -1.55961
C 1.95690 -3.49745 -2.20953
C 1.12117 -2.63055 -3.14875
C 2.91590 -2.72209 -1.29702
C 4.17803 -3.30150 -1.16870
C 5.23459 -2.65887 -0.55751
C 5.05041 -1.36018 -0.12126
C 3.81211 -0.74126 -0.19893
C 3.75210 0.72325 0.20395
C 3.32058 1.57147 -0.99457
C 2.93790 1.03532 1.45718
C 2.69565 -1.45178 -0.70779
N 1.39390 -0.89639 -0.61101
C 0.43879 -1.79811 -0.12013
C -0.93265 -1.47812 -0.15209
C -2.04841 -2.15468 0.35220
C -3.16095 -1.32047 0.13474
C -2.71873 -0.16834 -0.48999
N -1.35186 -0.25341 -0.69357
C -3.51586 1.01096 -0.99429
C -2.69245 2.30035 -0.89702
C -3.88509 0.78807 -2.46808
C -4.79496 1.17193 -0.17093
H 0.87754 -5.36661 -2.29804
H 0.14776 -4.21193 -1.19681
H 1.62297 -5.07084 -0.72915
H 2.64900 -4.03478 -2.86464
H 0.32411 -2.09689 -2.62818
H 0.66013 -3.26541 -3.90771
H 1.76488 -1.91319 -3.66627
H 4.33630 -4.28286 -1.60121
H 6.19967 -3.13899 -0.47301
H 5.88761 -0.80540 0.28643
H 4.77749 1.02053 0.43631
H 2.42797 1.14745 -1.46612
H 4.07047 1.53749 -1.78515
H 3.14440 2.61992 -0.73600
H 1.86045 0.90827 1.31946
H 3.10520 2.06131 1.78921
H 3.19573 0.35285 2.26847
H 0.76765 -2.71572 0.34521
H -2.04163 -3.12200 0.82933
H -4.18203 -1.54585 0.40066
H -1.83967 2.24776 -1.57955
H -2.34725 2.48149 0.12332
H -3.28090 3.16932 -1.19818
H -2.98406 0.64288 -3.07021
H -4.43719 1.64292 -2.86642
H -4.50263 -0.10328 -2.58044
H -4.56525 1.29616 0.88942
H -5.44204 0.30089 -0.27455
H -5.35831 2.04457 -0.50709
O -0.35238 1.52402 1.52688
S -1.52549 1.38904 2.50235
C -1.39508 -0.24156 3.19056
C -2.54509 -0.75555 3.77310
C -2.49815 -2.01867 4.33946
C -1.31768 -2.74908 4.30450
C -0.18256 -2.22546 3.70423
C -0.21362 -0.96019 3.13823
C -1.06610 2.39850 3.88654
C 0.20735 2.33553 4.44148
C 0.50070 3.14555 5.52126
C -0.47202 3.99619 6.04112
C -1.73637 4.04961 5.48103
C -2.03977 3.24910 4.38565
H -3.46595 -0.18555 3.77135
H -3.38513 -2.43763 4.79438
H -1.28839 -3.73928 4.73940
H 0.72934 -2.80621 3.66242
H 0.66015 -0.56090 2.64164
H 0.94837 1.66174 4.03274
H 1.48448 3.11414 5.96951
H -0.23464 4.62169 6.89123
H -2.48544 4.71577 5.88621
H -3.01920 3.28794 3.92587
O 0.38028 2.08955 -2.33927
N 0.31718 1.83013 -3.63509
C 0.76967 0.64656 -4.08631
C 0.69026 0.35558 -5.42956
C 0.14390 1.28806 -6.29788
C -0.32003 2.49718 -5.79781
C -0.22730 2.75189 -4.44860
H 1.14739 -0.02800 -3.32706
H 1.04946 -0.60338 -5.77312
H 0.07380 1.07301 -7.35474
H -0.75943 3.24614 -6.43930
H -0.56029 3.65187 -3.95580

These are the Löwdin partial charges, in e, on atoms 1 to 5:
1 Lu 1.692
2 C -0.061
3 C -0.361
4 C -0.071
5 C -0.127